Entry 1:
Below is a molecular structure, C49H46As2F3I2NO3Rb, with properties calculated with ωB97M-V with the def2-TZVPD basis set.

HOMO-LUMO gap	6.7	eV
LUMO	2.00	eV
total charge	-1
E_tot	-7566.04933	a.u.
ΔE to the lowest compared entry with this formula, charge and spin	25.9	kcal/mol

CARTESIAN COORDINATES (ANGSTROEM)
1 Rb -1.229 0.621 -1.548
2 C -5.105 0.185 -2.591
3 C -4.392 -0.747 -1.651
4 C -4.453 -0.564 -0.268
5 C -5.326 0.523 0.299
6 C -3.746 -1.416 0.586
7 C -3.724 -1.114 2.064
8 C -3.088 -2.536 0.068
9 C -2.507 -3.598 0.968
10 C -3.014 -2.715 -1.317
11 C -2.268 -3.890 -1.897
12 C -3.658 -1.817 -2.172
13 C -3.586 -2.012 -3.664
14 H -5.996 -0.294 -2.998
15 H -4.457 0.477 -3.413
16 H -5.408 1.097 -2.093
17 H -4.848 1.497 0.206
18 H -5.543 0.355 1.348
19 H -6.273 0.556 -0.235
20 H -4.622 -1.500 2.551
21 H -3.674 -0.040 2.228
22 H -2.853 -1.548 2.547
23 H -1.419 -3.622 0.881
24 H -2.886 -4.578 0.679
25 H -2.768 -3.446 2.010
26 H -2.972 -4.660 -2.217
27 H -1.583 -4.327 -1.175
28 H -1.669 -3.571 -2.748
29 H -2.756 -1.434 -4.081
30 H -4.505 -1.678 -4.140
31 H -3.434 -3.059 -3.918
32 C 0.822 -0.737 0.383
33 C 2.059 -0.488 1.222
34 As 1.791 1.132 2.325
35 C 3.568 1.257 3.170
36 C 4.514 0.241 3.214
37 C 5.712 0.415 3.888
38 C 5.980 1.607 4.537
39 C 5.049 2.632 4.499
40 C 3.856 2.452 3.826
41 C 2.158 2.409 0.898
42 C 3.375 2.396 0.232
43 C 3.606 3.247 -0.830
44 C 2.619 4.126 -1.240
45 C 1.409 4.166 -0.569
46 C 1.184 3.315 0.500
47 As 0.880 -2.281 -0.857
48 C 2.724 -2.258 -1.515
49 C 2.932 -2.151 -2.884
50 C 4.210 -2.090 -3.406
51 C 5.307 -2.166 -2.566
52 C 5.116 -2.318 -1.205
53 C 3.835 -2.367 -0.688
54 C 1.312 -3.672 0.495
55 C 1.972 -4.813 0.042
56 C 2.345 -5.823 0.906
57 C 2.047 -5.727 2.256
58 C 1.333 -4.633 2.713
59 C 0.966 -3.622 1.840
60 H 0.636 0.141 -0.237
61 H -0.062 -0.876 1.028
62 H 2.924 -0.321 0.574
63 H 2.246 -1.344 1.882
64 H 4.327 -0.701 2.714
65 H 6.440 -0.385 3.914
66 H 6.908 1.736 5.077
67 H 5.252 3.567 5.004
68 H 3.120 3.250 3.792
69 H 4.148 1.702 0.539
70 H 4.554 3.216 -1.350
71 H 2.792 4.777 -2.085
72 H 0.639 4.861 -0.877
73 H 0.243 3.357 1.035
74 H 2.072 -2.094 -3.539
75 H 4.354 -1.984 -4.473
76 H 6.308 -2.135 -2.973
77 H 5.970 -2.405 -0.545
78 H 3.708 -2.511 0.377
79 H 2.219 -4.886 -1.015
80 H 2.873 -6.687 0.526
81 H 2.385 -6.492 2.943
82 H 1.063 -4.564 3.759
83 H 0.408 -2.774 2.226
84 I -4.451 4.170 -3.666
85 C -3.869 4.364 -1.638
86 C -4.169 5.497 -0.920
87 C -3.794 5.579 0.404
88 I -4.275 7.378 1.447
89 C -3.115 4.529 1.032
90 C -2.688 4.533 2.374
91 C -2.025 3.452 2.887
92 C -1.819 2.335 2.065
93 N -2.204 2.290 0.814
94 C -2.816 3.350 0.274
95 C -3.177 3.240 -1.133
96 O -2.907 2.240 -1.828
97 H -4.702 6.309 -1.397
98 H -2.899 5.399 2.988
99 H -1.676 3.442 3.909
100 H -1.320 1.449 2.452
101 F 0.165 1.327 -4.819
102 C 0.977 1.673 -3.802
103 F 2.084 2.202 -4.350
104 F 0.357 2.694 -3.161
105 C 1.253 0.488 -2.798
106 O 2.188 0.657 -2.033
107 O 0.440 -0.437 -2.889


Entry 2:
Below is 2 unconnected molecules or ions with the total composition CH3NO4, with properties calculated with ωB97M-V with the def2-TZVPD basis set.

HOMO-LUMO gap	9.2	eV
LUMO	-0.15	eV
E_tot	-395.37601	a.u.
ΔE to the lowest compared entry with this formula, charge and spin	110.4	kcal/mol
SMILES string	O=C=[NH+][O-].OO

CARTESIAN COORDINATES (ANGSTROEM)
1 C -2.980 0.360 -0.156
2 N -1.962 -0.273 0.100
3 O -3.876 1.056 -0.288
4 O -1.689 -1.577 0.177
5 O 0.367 0.351 -0.110
6 O 0.596 -0.830 0.640
7 H 0.654 1.109 0.402
8 H -0.273 -1.372 0.672
9 H -1.111 0.217 0.100


Question: Among the records above, which one has the highest HOMO-LUMO gap?
Answer: CH3NO4